Record 1
Entry from OMol25: a structure of composition C34H37BrN8O7Sc (ωB97M-V with the def2-TZVPD basis set).

## Properties
Spin multiplicity = 1
Charge = +1
LUMO energy = -3.4 eV

CARTESIAN COORDINATES (ANGSTROEM)
Sc -1.0079 -0.0866 -0.0415
N -1.7774 2.6731 3.4304
C -1.8099 2.5072 2.1102
N -1.4403 1.2713 1.8189
C -1.1883 0.7260 3.0404
N -1.3816 1.5431 4.0467
C -0.7875 -0.6767 3.1859
C -0.5776 -1.2537 4.4338
N -0.2728 -2.5355 4.5657
C -0.2028 -3.2447 3.4449
C -0.4017 -2.6761 2.1955
N -0.6742 -1.3805 2.0587
H -1.9960 3.4976 3.9678
H -2.0775 3.2798 1.4107
H -0.6623 -0.6546 5.3303
H 0.0212 -4.2992 3.5363
H -0.3465 -3.2761 1.2987
C 2.6217 6.7716 -0.3086
C 3.4570 5.6321 0.2715
C 4.7624 5.5301 -0.5275
C 3.7805 5.9614 1.7338
C 2.7198 4.2954 0.2073
C 1.4489 4.1603 -0.3276
C 0.8622 2.9064 -0.3352
Br -0.8609 2.7292 -1.1193
C 1.4646 1.7510 0.1546
O 0.7778 0.5942 0.1070
C 2.7647 1.8761 0.6922
C 3.3345 3.1427 0.6974
C 3.5610 0.6709 1.1904
C 2.7850 -0.1316 2.2451
C 4.8779 1.0923 1.8461
C 3.9076 -0.1977 -0.0276
H 3.1819 7.7041 -0.2430
H 1.6889 6.9108 0.2401
H 2.3823 6.6068 -1.3598
H 5.2974 6.4798 -0.4955
H 4.5640 5.2853 -1.5715
H 5.4238 4.7644 -0.1222
H 4.3003 6.9180 1.7958
H 4.4230 5.2062 2.1863
H 2.8700 6.0301 2.3310
H 0.9135 5.0009 -0.7400
H 4.3272 3.2487 1.1097
H 2.5448 0.4981 3.1052
H 3.4069 -0.9549 2.6024
H 1.8573 -0.5389 1.8603
H 4.7165 1.7471 2.7040
H 5.5461 1.5964 1.1477
H 5.3967 0.2018 2.2030
H 3.0343 -0.4039 -0.6430
H 4.3507 -1.1447 0.2911
H 4.6338 0.3129 -0.6609
O -1.9293 -0.0102 -1.9761
C -3.0151 -0.4264 -2.4199
C -3.9925 -1.1449 -1.6796
C -5.0864 -1.6864 -2.3854
C -6.0031 -2.4253 -1.6996
C -5.8999 -2.6350 -0.3160
C -4.8524 -2.1027 0.3863
C -3.8524 -1.3487 -0.2740
O -2.8534 -0.8571 0.3797
N -7.1203 -3.0392 -2.4330
O -7.9300 -3.6652 -1.7857
O -7.1691 -2.8603 -3.6329
H -3.2228 -0.2464 -3.4836
H -5.1835 -1.5552 -3.4534
H -6.6603 -3.2246 0.1771
H -4.7618 -2.2532 1.4524
O -4.4435 -4.2241 -4.3010
C -3.3952 -5.1727 -4.2638
N -2.2986 -4.4568 -3.6595
C -1.3499 -5.0540 -2.9027
O -1.2282 -6.2555 -2.7906
C -0.4235 -4.1170 -2.1755
C 0.8832 -4.4879 -1.8894
C 1.6698 -3.6293 -1.1411
C 1.1201 -2.4426 -0.6812
N -0.1427 -2.0844 -0.9406
C -0.8894 -2.9143 -1.6746
H -5.2321 -4.6212 -4.6882
H -3.1417 -5.5219 -5.2710
H -3.6281 -6.0332 -3.6314
H -2.2308 -3.4770 -3.8767
H 1.2581 -5.4381 -2.2466
H 2.6948 -3.8695 -0.9007
H 1.6911 -1.7557 -0.0738
H -1.9221 -2.6320 -1.8211

---

Record 2
Entry from OMol25: the ion C5H8FN4 with charge +1 (ωB97M-V with the def2-TZVPD basis set).

## Properties
SMILES = CN/C=[NH+]/c1[nH]ncc1F
Spin multiplicity = 1
Charge = +1
LUMO energy (alpha / beta) = -4.4 / -4.4 eV

CARTESIAN COORDINATES (ANGSTROEM)
C 2.0210 -1.8889 -2.2711
C 2.0547 -1.3082 -1.0494
C 0.5244 -0.7019 -0.8145
C -1.2902 0.4039 0.3988
C -0.8219 1.7776 2.3525
N 0.7404 -1.9247 -2.7800
N -0.0862 -1.2918 -1.9090
N -1.7434 1.2947 1.2950
N -0.0422 0.0161 0.2290
F 3.0580 -0.9218 -0.2983
H 2.7931 -2.2832 -2.8766
H -2.1010 0.0788 -0.2083
H -1.5479 2.0645 3.1511
H -0.1765 0.9774 2.7886
H -0.3580 2.7176 2.0464
H -0.9777 -1.1157 -2.3325
H -2.7459 1.5227 1.5210
H 0.6993 0.5829 0.7572

---

Record 3
Entry from OMol25: the molecule C3H2O3 (ωB97M-V with the def2-TZVPD basis set).

## Properties
Spin multiplicity = 1
LUMO energy = -0.8 eV

CARTESIAN COORDINATES (ANGSTROEM)
O -1.6588 0.4355 1.1247
C -0.3909 0.5428 0.8743
C 0.1308 0.4215 -0.4588
O 0.1273 1.3749 -1.2185
C 0.9229 -0.8465 -0.7239
O 0.9285 -1.7656 0.0580
H -1.4994 0.6917 2.0446
H 1.4396 -0.8542 -1.7006

---

We obtain E_tot values of -152853.5475 -13983.0445 -9281.6943 eV for the records listed above, in that order.
We obtain energy relative to the best compared isomer or geometry (same formula, charge and spin) values of 10.5 302.3 369.7 kJ/mol for the records listed above, in that order.
We obtain strongest force on any atom values of 1.0 6.9 1.9 eV/Å for the records listed above, in that order.